1.
Molecular formula: C17H22ClN3O4S
Method: DFT, the ωB97M-V functional and the def2-TZVPD basis

Last column: Löwdin charge in e.
CARTESIAN COORDINATES (ANGSTROEM)
C 2.694 2.992 3.069  -0.06
N 1.279 2.638 3.025  0.04
C 0.572 2.002 2.084  -0.46
O -0.614 1.797 2.310  0.04
C 1.132 1.539 0.722  -0.16
N 1.574 2.618 -0.196  0.12
C 2.757 3.233 -0.266  -0.56
C 2.825 4.429 -1.186  0.00
O 3.763 2.870 0.323  0.04
C 2.082 0.318 0.794  -0.37
C 1.474 -0.815 1.633  -0.05
C 2.384 -0.260 -0.596  -0.05
H 2.982 3.222 4.095  0.09
H 2.879 3.874 2.455  0.08
H 3.315 2.168 2.720  0.07
H 0.731 2.880 3.837  0.14
H 0.248 1.130 0.233  0.13
H 0.851 3.016 -0.773  0.14
H 2.196 5.226 -0.792  0.08
H 3.857 4.773 -1.238  0.09
H 2.489 4.144 -2.181  0.08
H 3.025 0.601 1.257  0.11
H 2.139 -1.678 1.626  0.08
H 1.348 -0.496 2.667  0.08
H 0.505 -1.109 1.226  0.08
H 3.060 -1.109 -0.498  0.08
H 1.465 -0.594 -1.072  0.06
H 2.872 0.489 -1.219  0.07
O -4.544 -4.849 0.893  0.03
C -4.620 -3.671 0.563  -0.50
N -5.680 -2.940 1.074  0.02
O -6.690 -3.525 1.899  0.00
C -3.603 -3.025 -0.265  -0.43
S -3.220 -1.311 -0.102  1.08
C -2.079 -1.402 -1.435  -0.46
C -1.317 -0.362 -1.978  -0.09
C -0.460 -0.625 -3.055  -0.09
C -0.366 -1.922 -3.578  -0.07
C -1.137 -2.957 -3.033  -0.02
C -1.997 -2.688 -1.961  -0.27
C -2.886 -3.622 -1.283  -0.57
Cl -3.029 -5.296 -1.774  0.73
H -5.752 -1.960 0.807  0.13
H -6.478 -4.469 2.061  0.11
H -1.397 0.638 -1.565  0.10
H 0.139 0.175 -3.481  0.11
H 0.304 -2.126 -4.408  0.10
H -1.071 -3.962 -3.441  0.10

Computed properties:
total charge = 0
E = -1984.58868 Ha
HOMO-LUMO gap = 8.6 eV
SMILES = CNC(=O)[C@@H](NC(C)=O)C(C)C.O=C(NO)c1sc2ccccc2c1Cl
spin multiplicity = 1



2.
Molecular formula: C17H22FN6O4Pt
Method: DFT, the ωB97M-V functional and the def2-TZVPD basis

Last column: Löwdin charge in e.
CARTESIAN COORDINATES (ANGSTROEM)
Pt 0.869 -0.400 0.025  1.26
C -2.122 -1.084 0.804  -0.18
C -1.827 0.342 0.302  -0.16
N -0.801 0.489 -0.786  -0.18
C -0.475 1.928 -0.980  -0.11
C 0.385 2.392 0.174  -0.23
C 0.498 3.672 0.679  0.02
C 1.380 3.896 1.730  -0.01
C 2.128 2.853 2.264  0.02
C 1.979 1.591 1.724  -0.24
C 2.722 0.335 2.127  -0.11
N 1.886 -0.859 1.807  -0.16
C 0.750 -0.948 2.794  -0.17
C -0.375 -1.956 2.493  -0.18
N -0.989 -1.900 1.186  -0.10
N 1.120 1.407 0.714  -0.06
H -2.637 -1.622 0.008  0.13
H -2.850 -0.959 1.618  0.13
H -1.477 0.957 1.134  0.11
H -2.766 0.781 -0.047  0.13
H -1.085 0.021 -1.651  0.11
H -1.377 2.537 -1.076  0.14
H 0.101 2.015 -1.903  0.14
H -0.088 4.479 0.262  0.13
H 1.483 4.892 2.140  0.12
H 2.812 3.023 3.084  0.13
H 2.990 0.362 3.186  0.14
H 3.638 0.267 1.539  0.14
H 2.457 -1.699 1.841  0.14
H 0.331 0.057 2.853  0.11
H 1.165 -1.181 3.780  0.13
H -1.097 -1.829 3.313  0.13
H 0.029 -2.964 2.599  0.12
H -1.027 -2.821 0.775  0.08
F 4.639 -5.485 -1.376  0.11
C 3.376 -5.358 -0.973  -0.19
C 2.421 -4.933 -1.802  0.06
N 1.103 -4.811 -1.404  0.00
C 0.171 -4.033 -2.202  -0.03
C 0.086 -2.573 -1.759  -0.61
O -0.767 -1.855 -2.267  0.03
O 0.936 -2.246 -0.847  -0.20
C 0.733 -5.037 -0.099  -0.47
O -0.384 -4.793 0.327  0.07
N 1.721 -5.559 0.704  0.23
C 3.083 -5.691 0.417  -0.39
O 3.878 -6.028 1.258  0.12
H 2.641 -4.679 -2.829  0.15
H -0.824 -4.460 -2.109  0.14
H 0.460 -4.079 -3.250  0.14
H 1.442 -5.785 1.648  0.17

Computed properties:
total charge = +1
E = -1509.55540 Ha
HOMO-LUMO gap = 7.8 eV
spin multiplicity = 1



3.
Molecular formula: C17H22N2O3S
Method: DFT, the ωB97M-V functional and the def2-TZVPD basis

Last column: Löwdin charge in e.
CARTESIAN COORDINATES (ANGSTROEM)
C 0.717 4.966 2.157  -0.11
O 1.343 4.724 0.920  -0.19
C 1.617 3.368 0.659  -0.23
C 0.369 2.531 0.356  -0.16
C 0.754 1.125 -0.105  -0.21
N -0.373 0.234 -0.250  -0.23
C -1.364 0.570 -1.249  -0.14
C -2.197 -0.628 -1.615  -0.29
C -3.583 -0.535 -1.704  -0.02
C -4.306 -1.658 -2.063  -0.05
C -3.627 -2.837 -2.329  -0.06
C -2.248 -2.827 -2.218  -0.14
N -1.549 -1.756 -1.875  0.10
S -0.944 -0.478 1.150  0.67
O -2.380 -0.507 1.113  -0.27
O -0.319 0.134 2.289  -0.28
C -0.323 -2.192 1.024  -0.15
C 1.126 -2.114 0.715  -0.29
C 2.061 -1.984 1.736  -0.05
C 3.404 -1.836 1.437  -0.08
C 3.825 -1.815 0.118  -0.09
C 2.897 -1.940 -0.903  -0.08
C 1.553 -2.086 -0.608  -0.05
H 1.279 4.510 2.980  0.09
H 0.702 6.048 2.283  0.09
H -0.310 4.588 2.179  0.08
H 2.160 2.919 1.504  0.13
H 2.274 3.378 -0.215  0.13
H -0.240 2.429 1.255  0.10
H -0.215 3.042 -0.412  0.12
H 1.408 0.671 0.640  0.11
H 1.288 1.160 -1.060  0.14
H -2.029 1.375 -0.909  0.13
H -0.823 0.910 -2.140  0.14
H -4.079 0.395 -1.480  0.12
H -5.384 -1.617 -2.130  0.11
H -4.152 -3.736 -2.610  0.10
H -1.662 -3.717 -2.414  0.11
H -0.537 -2.647 1.987  0.11
H -0.901 -2.651 0.230  0.08
H 1.730 -1.988 2.763  0.12
H 4.124 -1.736 2.236  0.10
H 4.874 -1.700 -0.113  0.10
H 3.223 -1.923 -1.932  0.10
H 0.820 -2.167 -1.396  0.09

Computed properties:
total charge = 0
E = -1394.38500 Ha
HOMO-LUMO gap = 9.9 eV
SMILES = COCCCN(Cc1ccccn1)S(=O)(=O)Cc1ccccc1
spin multiplicity = 1



4.
Molecular formula: C17H22N2O3S2
Method: DFT, the ωB97M-V functional and the def2-TZVPD basis

Last column: Löwdin charge in e.
CARTESIAN COORDINATES (ANGSTROEM)
C -5.050 -1.221 -4.674  -0.05
C -3.842 -0.704 -3.955  -0.28
C -2.831 -1.569 -3.552  -0.04
C -1.704 -1.092 -2.910  -0.04
C -1.562 0.267 -2.653  -0.21
C -0.360 0.759 -1.892  -0.13
N -0.500 0.461 -0.476  0.08
C 0.101 -0.603 0.099  -0.49
O 0.894 -1.311 -0.485  0.08
C -0.248 -0.792 1.579  -0.27
N 0.088 0.382 2.358  -0.09
S 1.671 0.554 2.832  0.58
O 2.061 -0.641 3.509  -0.27
O 1.739 1.814 3.506  -0.29
C 2.595 0.657 1.326  -0.62
C 3.449 -0.264 0.810  -0.14
C 3.960 0.126 -0.447  -0.16
C 3.477 1.329 -0.853  -0.38
S 2.396 2.018 0.295  1.04
C -1.724 -1.182 1.787  -0.38
C -1.951 -1.550 3.250  -0.06
C -2.105 -2.338 0.866  -0.05
C -2.571 1.133 -3.048  -0.04
C -3.694 0.653 -3.697  -0.05
H -5.290 -2.232 -4.352  0.08
H -5.910 -0.580 -4.501  0.08
H -4.859 -1.247 -5.747  0.08
H -2.928 -2.628 -3.745  0.11
H -0.922 -1.772 -2.603  0.12
H 0.544 0.243 -2.223  0.13
H -0.231 1.838 -2.011  0.12
H -1.258 0.918 0.007  0.14
H 0.395 -1.586 1.971  0.15
H -0.309 1.255 2.049  0.11
H 3.684 -1.180 1.318  0.12
H 4.647 -0.468 -1.021  0.11
H 3.691 1.858 -1.761  0.07
H -2.350 -0.313 1.546  0.14
H -3.008 -1.722 3.439  0.08
H -1.400 -2.453 3.499  0.09
H -1.601 -0.748 3.895  0.07
H -3.126 -2.653 1.066  0.08
H -1.442 -3.184 1.031  0.09
H -2.036 -2.049 -0.181  0.06
H -2.475 2.193 -2.854  0.11
H -4.469 1.341 -4.003  0.11

Computed properties:
total charge = 0
E = -1792.61511 Ha
HOMO-LUMO gap = 9.5 eV
SMILES = Cc1ccc(CNC(=O)[C@@H](NS(=O)(=O)c2cccs2)C(C)C)cc1
spin multiplicity = 1



Per-record energy above the lowest of the compared OMol25 structures with the same formula, charge and spin, eV: 0.2064; 0.0000; 2.0704; 0.2164
Per-record E_LUMO, eV: -0.13; -3.34; 0.79; 0.39